Record 1
An isolated molecule of Cl2O2S2 in a non-equilibrium geometry, computed with the ωB97M-V functional and the def2-TZVPD basis.

Last column: Mulliken charge in e.
Geometry (Å):
Cl -1.74770 -1.20234 0.80737  -0.034
Cl 1.38309 -1.45646 -0.95800  -0.079
S -1.15987 0.47225 -0.00464  0.482
S 1.12532 0.20361 0.20152  0.514
O 1.51912 -0.18046 1.53082  -0.408
O -1.43373 0.17818 -1.50875  -0.476

Computed properties:
lowest unoccupied orbital energy	-1.0	eV
structure (SMILES)	O=S(Cl)#S(=O)Cl
energy relative to the best compared isomer or geometry (same formula, charge and spin)	40.3	kJ/mol
electronic energy	-1867.1769	a.u.
gap between HOMO and LUMO	8.64	eV

Record 2
A 2-piece molecular cluster, Cl2O8 overall in a non-equilibrium geometry, computed with the ωB97M-V functional and the def2-TZVPD basis.

Last column: Mulliken charge in e.
Geometry (Å):
Cl 20.52813 -3.91179 1.79449  1.641
Cl 16.36455 -0.79767 -0.39668  1.644
O 15.43092 -1.85467 -0.77337  -0.685
O 21.79540 -3.41519 2.24489  -0.692
O 17.66144 -1.33588 -0.13074  -0.578
O 19.68030 -2.80403 1.40226  -0.585
O 19.91214 -4.68934 2.84006  -0.668
O 16.42997 0.14959 -1.47334  -0.683
O 20.84468 -4.71038 0.62537  -0.696
O 15.86240 -0.13870 0.80599  -0.698

Computed properties:
lowest unoccupied orbital energy	6.3	eV
energy relative to the best compared isomer or geometry (same formula, charge and spin)	4.1	kJ/mol
charge	-2
electronic energy	-1521.8481	a.u.
gap between HOMO and LUMO	9.11	eV